Run a
Formula: C3H3F2NS
Source: the Open Molecules 2025 dataset
Level of theory: wB97M-V/def2-TZVPD

Each atom is followed by the atoms it is bonded to, with distances in Å.
Atoms and positions in Å:
1 C -0.1460 -1.4326 1.6448  N4 1.220, H8 1.149
2 C -0.8446 0.7546 0.8907  N4 1.227, H9 1.077, H10 1.104
3 C 0.9137 0.3106 -1.5748  F5 1.304, F6 1.315, S7 1.584
4 N -0.6669 -0.4141 1.2207  C1 1.220, C2 1.227
5 F 0.9898 1.5765 -1.8781  C3 1.304
6 F -0.0394 -0.2576 -2.2811  C3 1.315
7 S 2.0435 -0.5249 -0.8435  C3 1.584
8 H -0.2851 -2.5329 1.3456  C1 1.149
9 H -0.1756 1.3027 0.2495  C2 1.077
10 H -1.7895 1.2178 1.2261  C2 1.104

Computed properties:
- HOMO (eV) = -8.0649
- Kohn-Sham gap (eV) = 7.71
- total charge = 0

How is the electron density shared among the atoms? According to Mulliken, the charges in e are: -0.235 -0.365 0.447 -0.050 -0.145 -0.144 -0.208 0.227 0.240 0.233

Run b
Formula: C3H3F2NS
Source: the Open Molecules 2025 dataset
Level of theory: wB97M-V/def2-TZVPD

Each atom is followed by the atoms it is bonded to, with distances in Å.
Atoms and positions in Å:
1 N 2.7895 1.8020 -1.5817  C2 1.250, H6 1.008
2 C 3.0861 1.1969 -0.5293  N1 1.250, C3 1.313
3 C 3.6692 0.7826 0.5715  C2 1.313, F4 1.357, F5 1.316
4 F 3.9166 1.4711 1.7141  C3 1.357
5 F 4.1826 -0.4070 0.8031  C3 1.316
6 H 1.8053 1.8446 -1.7956  N1 1.008
7 C -0.7600 -0.6746 0.8158  S8 1.639, H9 1.175, H10 1.193
8 S 0.2735 0.3056 0.0052  C7 1.639
9 H -1.2892 -1.6487 0.4276  C7 1.175
10 H -1.1013 -0.5091 1.9469  C7 1.193

Computed properties:
- HOMO (eV) = -9.0490
- Kohn-Sham gap (eV) = 8.25
- total charge = 0

How is the electron density shared among the atoms? According to Mulliken, the charges in e are: -0.481 0.410 0.240 -0.222 -0.211 0.283 -0.299 -0.169 0.231 0.218

What is the most stable structure shown above? It is run a.